# 1
A structure of composition C33H24BrO7PPtS, computed with wB97M-V/def2-TZVPD.

Summary:
- maximum force (eV/Å) = 0.44
- charge = -2
- ⟨S²⟩ = 2.005
- relative energy (zero: lowest compared OMol25 entry of this formula, charge and spin) (kcal per mole) = 0.0
- highest occupied orbital energy (spin up / spin down) (eV) = -1.74 / -1.81
- 2S+1 = 3

Each line ends with the Mulliken charge.
CARTESIAN COORDINATES (ANGSTROEM)
Pt: 1.533978 0.745757 -1.304823  3.344
O: 4.473416 3.580298 -1.385734  -0.707
C: 3.671350 2.691107 -1.626359  0.575
O: 3.448624 1.662523 -0.870797  -0.811
C: 2.813503 2.781027 -2.949995  0.569
O: 3.227095 3.481996 -3.860968  -0.732
O: 1.710223 2.107921 -2.963233  -0.841
O: 1.052138 -0.259010 0.738318  -0.743
P: -0.184037 0.111110 1.490652  1.218
C: 0.086616 -0.234294 3.270216  0.380
C: 0.067525 -1.559240 3.708366  -0.407
C: 0.361765 -1.874671 5.026072  -0.702
C: 0.680541 -0.867943 5.928598  -0.438
C: 0.707471 0.451901 5.503740  -0.728
C: 0.413823 0.766281 4.182201  -0.414
C: -0.512756 1.881047 1.469067  0.682
C: -1.764324 2.444099 1.685581  -0.258
C: -1.901748 3.823744 1.699985  -0.689
C: -0.795887 4.640774 1.493212  -0.498
C: 0.452144 4.077285 1.271291  -0.865
C: 0.599963 2.696367 1.266099  -0.567
C: -1.555684 -0.993958 1.112953  0.136
C: -1.346058 -1.881822 0.060702  -0.149
C: -2.328735 -2.811965 -0.247892  -0.562
C: -3.505510 -2.858872 0.487192  -0.425
C: -3.702085 -1.982492 1.546300  -0.872
C: -2.721793 -1.055921 1.863905  -0.084
H: -0.174151 -2.350985 3.009400  0.370
H: 0.346847 -2.909535 5.346180  0.383
H: 0.910984 -1.113608 6.958674  0.359
H: 0.961567 1.243187 6.198667  0.390
H: 0.439360 1.800195 3.861808  0.353
H: -2.638068 1.811923 1.773102  0.217
H: -2.882587 4.261051 1.841946  0.385
H: -0.913090 5.717901 1.483708  0.356
H: 1.317186 4.700678 1.082123  0.474
H: 1.577000 2.260396 1.082983  0.633
H: -0.427407 -1.821591 -0.514084  0.071
H: -2.174490 -3.494330 -1.074557  0.426
H: -4.273869 -3.579833 0.233298  0.349
H: -4.620522 -2.015259 2.119845  0.377
H: -2.872548 -0.380911 2.699348  0.393
S: 1.517433 -1.432454 -2.286253  -0.688
C: 2.737209 -2.406647 -1.492015  0.770
C: 2.884977 -3.747152 -1.877857  -0.698
C: 3.818195 -4.573490 -1.271573  -0.397
C: 4.644122 -4.087655 -0.265775  -0.406
C: 4.517001 -2.756183 0.114084  -0.778
C: 3.582598 -1.924236 -0.482683  -0.313
H: 2.249030 -4.133199 -2.666297  0.338
H: 3.902013 -5.606977 -1.592497  0.324
H: 5.374670 -4.732160 0.209263  0.335
H: 5.158275 -2.351540 0.889699  0.360
H: 3.501575 -0.888984 -0.179195  0.237
Br: -5.457123 0.834648 -5.556703  -0.283
C: -3.676523 0.890863 -4.848515  0.065
C: -2.612720 0.947242 -5.733391  -0.268
C: -1.326396 0.993082 -5.213036  -1.029
C: -1.115772 0.973128 -3.841076  -0.127
C: -2.199042 0.913189 -2.971823  0.344
C: -3.494388 0.877979 -3.480750  -0.568
C: -2.011112 0.888789 -1.454616  -0.515
O: -3.034331 0.949909 -0.756004  -0.726
O: -0.821054 0.795368 -1.031931  -0.759
H: -2.786937 0.960406 -6.800966  0.388
H: -0.477243 1.053572 -5.882410  0.437
H: -0.112939 1.032938 -3.441672  0.430
H: -4.319290 0.837237 -2.783102  0.581

Forces on the atoms, in the same order (eV/Å):
-0.12 0.10 -0.16
0.04 -0.12 0.10
-0.10 0.03 -0.13
-0.08 0.07 0.02
0.20 0.10 0.02
-0.17 -0.07 -0.02
0.25 0.09 0.02
0.34 -0.06 0.27
-0.01 -0.07 0.03
0.04 0.01 0.05
0.04 -0.01 0.03
0.00 0.00 -0.04
0.00 0.02 -0.01
0.00 -0.02 -0.01
-0.03 -0.01 0.03
-0.02 0.00 0.07
-0.02 0.00 -0.05
0.02 0.01 -0.01
-0.03 -0.03 0.00
0.03 -0.02 0.00
-0.05 0.06 0.02
0.01 0.04 -0.05
-0.11 0.02 0.08
0.01 0.01 0.00
0.01 0.01 0.00
-0.01 0.00 -0.01
-0.04 0.04 0.04
0.00 0.01 -0.02
0.00 0.01 0.00
0.00 0.00 -0.01
0.00 0.00 0.00
0.00 -0.01 -0.02
0.01 0.00 -0.01
0.00 0.01 0.00
0.00 0.00 0.00
-0.02 0.01 0.00
-0.02 -0.02 -0.01
-0.02 -0.02 -0.03
0.01 0.01 0.00
0.00 0.00 0.00
0.00 -0.01 0.00
0.02 0.00 0.00
0.02 -0.13 -0.21
0.04 0.00 0.07
0.01 -0.02 0.05
-0.02 0.00 -0.04
0.01 0.01 0.01
0.01 0.02 0.01
-0.03 -0.02 -0.07
-0.01 0.00 0.01
0.00 0.00 0.00
0.00 0.00 0.00
-0.01 0.00 0.00
0.00 0.02 0.01
-0.01 0.00 0.00
0.00 0.00 0.03
0.02 0.00 0.01
-0.01 0.01 -0.03
-0.05 0.01 0.10
0.06 0.01 0.01
-0.01 -0.04 0.01
-0.10 0.05 -0.26
0.11 0.00 0.04
-0.17 -0.09 0.14
0.00 0.00 0.00
0.00 0.00 0.02
-0.02 0.00 -0.09
-0.01 0.01 -0.02



# 2
A structure of composition C33H25BrCl5N4O5ReS, computed with wB97M-V/def2-TZVPD.

Summary:
- maximum force (eV/Å) = 2.22
- charge = +1
- ⟨S²⟩ = 1.166
- relative energy (zero: lowest compared OMol25 entry of this formula, charge and spin) (kcal per mole) = 74.7
- highest occupied orbital energy (spin up / spin down) (eV) = -11.24 / -11.24
- 2S+1 = 2

Each line ends with the Mulliken charge.
CARTESIAN COORDINATES (ANGSTROEM)
Re: -0.446877 0.092323 0.437916  0.793
Cl: -4.299018 6.198732 1.101138  -0.159
C: -3.284480 4.927879 0.569097  0.537
C: -2.847253 3.963737 1.468134  -0.351
Cl: -3.263077 4.019769 3.130090  -0.176
C: -2.044677 2.947491 0.987366  1.326
Cl: -1.444670 1.686800 2.014337  -0.229
C: -1.617549 2.816366 -0.324752  -0.962
O: -0.817104 1.828925 -0.673064  -0.481
C: -2.062214 3.800965 -1.214289  0.239
Cl: -1.557486 3.703361 -2.848649  -0.155
C: -2.880092 4.838528 -0.772074  0.102
Cl: -3.401530 6.032558 -1.880369  -0.154
C: 4.311468 3.100880 1.079365  -0.572
C: 4.567592 1.967570 1.844925  -0.753
C: 3.580326 1.023187 2.047500  -0.047
C: 2.325931 1.212494 1.469791  0.372
C: 2.063714 2.341186 0.702381  -0.476
C: 3.058671 3.287227 0.516004  -0.905
N: 1.278862 0.251114 1.662335  0.793
N: 1.428255 -0.551879 2.609961  -0.934
C: 0.355502 -1.413918 2.784875  0.457
C: 0.375756 -2.346860 3.812706  -0.358
C: -0.729936 -3.161174 3.991832  -0.596
C: -1.837368 -3.043998 3.155031  -0.816
C: -1.854744 -2.111227 2.124102  -0.403
C: -0.746801 -1.297400 1.917041  0.764
H: 5.091377 3.833893 0.921831  0.435
H: 5.543467 1.820297 2.287606  0.403
H: 3.766197 0.139553 2.640656  0.496
H: 1.091784 2.486321 0.249549  0.729
H: 2.850226 4.170411 -0.072928  0.444
H: 1.245485 -2.417127 4.452892  0.508
H: -0.739023 -3.889376 4.791352  0.421
H: -2.695013 -3.685894 3.305907  0.452
H: -2.724511 -2.021208 1.485276  0.580
C: 3.004244 0.002600 -5.104720  -1.630
C: 3.951911 -1.553374 -3.298514  1.315
C: 4.312887 -2.731890 -4.170650  -1.441
C: 3.563956 -3.831540 -4.042468  -0.531
C: 2.548515 -3.909627 -2.979200  0.321
C: 2.567419 -3.100797 -1.918701  -1.381
C: 3.623418 -2.044315 -1.887655  -0.761
S: 1.255154 -5.127479 -3.079692  1.317
O: 1.169531 -5.765750 -1.798817  -0.632
O: 1.447213 -5.877662 -4.280537  -0.749
N: -0.151326 -4.248762 -3.320022  -0.327
C: -1.024306 -3.966230 -2.169816  -0.589
C: -1.757667 -2.609176 -2.259492  -0.783
C: -1.345250 -1.604961 -1.236769  0.343
O: -2.125443 -0.752166 -0.730529  -0.740
O: -0.134866 -1.560749 -0.814272  0.041
H: 2.104120 0.398086 -5.567960  0.463
H: 3.538992 -0.575159 -5.860058  0.416
H: 3.628213 0.841029 -4.796039  0.382
H: 5.073793 -2.640625 -4.936178  0.487
H: 3.681176 -4.690254 -4.690405  0.553
H: 1.874856 -3.213888 -1.101278  0.799
H: 4.533180 -2.486329 -1.459195  0.728
H: -0.623218 -4.614807 -4.137452  0.344
H: -0.387682 -3.983381 -1.292473  0.422
H: -1.761506 -4.755785 -2.025394  0.453
H: -2.834616 -2.741536 -2.165247  0.408
H: -1.577917 -2.136912 -3.228349  0.283
Br: 0.172322 0.418636 -3.517900  -0.121
C: 1.842661 -0.212105 -2.852254  -0.045
C: 2.660995 -0.905900 -3.919532  0.094
C: 4.905180 -0.424389 -2.962699  -1.034
C: 4.571115 0.084176 -1.781041  -1.209
C: 3.392638 -0.695142 -1.200298  0.046
N: 2.098784 -0.098389 -1.630537  0.193
H: 2.020303 -1.708467 -4.289243  0.321
H: 5.694916 -0.077420 -3.615789  0.571
H: 5.019198 0.932856 -1.282036  0.462
H: 3.388715 -0.742621 -0.113059  0.889

Forces on the atoms, in the same order (eV/Å):
-0.09 -0.14 -2.21
0.02 -0.01 -0.01
0.08 -0.04 -0.12
-0.05 0.05 0.10
0.00 -0.05 -0.04
0.10 -0.14 -0.20
-0.04 -0.26 0.88
-0.31 0.43 0.10
0.26 -1.53 0.75
0.10 0.03 -0.17
0.03 -0.04 -0.01
-0.05 0.02 0.08
0.00 -0.02 -0.02
-0.01 -0.03 0.00
0.04 0.03 -0.02
-0.13 -0.13 0.03
0.17 0.23 -0.02
-0.09 -0.13 0.03
0.03 0.03 -0.01
-0.17 0.02 -0.44
0.23 0.13 0.21
-0.27 -0.10 -0.18
0.11 -0.01 0.02
-0.06 -0.03 0.00
0.03 0.02 -0.03
0.02 -0.04 0.07
-0.43 0.48 -0.08
-0.01 0.01 0.02
0.00 0.00 -0.01
0.03 0.01 0.01
0.09 0.01 -0.03
0.01 -0.02 -0.01
-0.01 -0.01 -0.01
0.02 0.00 -0.01
0.01 -0.01 0.02
0.00 0.01 0.02
-0.02 -0.05 0.07
-0.16 -0.10 -0.18
-0.05 0.22 0.06
0.05 -0.06 -0.08
-0.22 0.00 0.04
0.06 0.20 -0.13
-0.15 -0.04 0.02
-0.26 0.03 0.16
-0.04 0.13 0.03
0.01 0.02 -0.14
0.15 0.05 0.20
0.25 0.07 -0.05
-0.10 -0.17 -0.01
-0.09 -0.11 0.01
0.38 0.37 0.33
0.41 0.64 0.69
-0.03 0.00 -0.03
0.02 0.01 0.03
-0.02 0.01 -0.02
-0.01 -0.08 0.01
0.01 0.02 0.02
-0.15 -0.05 0.14
0.00 0.03 -0.01
0.07 0.00 -0.06
0.02 -0.03 0.16
0.02 -0.05 -0.10
-0.03 0.06 -0.03
0.04 0.00 -0.04
-0.23 0.18 0.06
0.40 -0.26 -0.17
0.11 0.15 0.02
0.13 -0.17 0.00
-0.05 0.03 0.15
0.06 -0.03 0.02
-0.13 0.15 0.14
-0.05 -0.04 0.00
-0.05 0.07 0.02
-0.03 0.02 -0.06
0.00 0.01 -0.02